# 1
A 2-piece molecular cluster, CH4ClN3 overall in a non-equilibrium geometry, computed with wB97M-V/def2-TZVPD.

```
9
Properties=species:S:1:pos:R:3:forces:R:3
C -0.777 0.754 0.259 -0.46 0.87 0.15
N 0.044 -1.542 0.129 -3.26 -5.17 -0.28
N -1.098 -1.305 -0.335 -1.60 -0.58 -0.49
N -1.447 -0.068 -0.500 0.76 1.15 -0.29
Cl 1.863 0.450 -0.468 -0.33 0.66 0.08
H -0.896 1.845 0.218 0.23 -0.66 -0.39
H -0.439 0.296 1.165 0.60 0.34 0.77
H 0.111 -2.576 0.071 1.01 0.99 0.49
H 0.785 -0.914 0.136 3.05 2.42 -0.04
```
Forces are in eV/Å.

Max |F|, eV/A: 6.12
Calculated total energy, eV: -18091.1578
Total charge: 0

***

# 2
A 2-piece molecular cluster, CH4ClN3 overall in a non-equilibrium geometry, computed with wB97M-V/def2-TZVPD.

```
9
Properties=species:S:1:pos:R:3:forces:R:3
C 3.283 0.328 1.263 -0.37 -0.51 0.70
N 2.848 0.508 2.354 -1.29 2.38 3.20
N 0.678 0.041 -1.579 3.83 -2.90 1.68
N 3.612 -0.245 0.269 -3.90 -2.87 0.11
Cl 4.838 0.137 -0.807 5.14 1.56 -4.02
H 1.962 0.870 2.694 0.40 -0.60 -0.01
H -0.182 0.412 -1.450 -3.33 1.23 0.17
H 0.814 -0.361 -2.479 -0.22 0.05 -0.83
H 0.796 -0.788 -0.921 -0.27 1.65 -0.99
```
Forces are in eV/Å.

Max |F|, eV/A: 6.71
Calculated total energy, eV: -18088.1735
2S+1: 3
Total charge: 0
⟨S²⟩: 2.02

***

# 3
One molecule with the formula CH4ClNO in a non-equilibrium geometry, computed with wB97M-V/def2-TZVPD.

```
8
Properties=species:S:1:pos:R:3:forces:R:3
C -0.506 0.645 -0.659 1.50 -1.03 4.00
N 0.842 -0.546 0.816 -1.70 1.51 -1.45
O 0.563 -0.242 -0.606 0.06 -0.47 0.13
Cl -1.764 -0.036 0.454 -1.37 0.19 -0.50
H -0.878 0.708 -1.613 -0.72 0.35 -2.16
H -0.203 1.520 -0.106 -0.24 0.79 -0.50
H 0.153 -1.285 0.994 1.14 -0.16 0.18
H 1.792 -0.764 0.721 1.32 -1.18 0.29
```
Forces are in eV/Å.

Max |F|, eV/A: 4.40
Calculated total energy, eV: -17159.5816
Total charge: 0
SMILES: NOCCl

***

# 4
One molecule with the formula CH4ClNO in a non-equilibrium geometry, computed with wB97M-V/def2-TZVPD.

```
8
Properties=species:S:1:pos:R:3:forces:R:3
C 0.228 0.398 0.238 3.44 -0.69 -4.09
N -0.193 -0.153 -1.054 0.50 -0.50 -0.20
O -0.720 0.782 1.023 -1.55 1.65 1.25
Cl 1.365 -0.813 1.020 0.22 -0.31 0.60
H 0.845 1.234 0.040 0.87 0.78 -0.16
H 0.554 -0.629 -1.684 -1.65 1.14 2.06
H -0.931 -0.808 -0.809 0.11 -0.32 -0.69
H -1.149 -0.011 1.227 -1.95 -1.76 1.22
```
Forces are in eV/Å.

Max |F|, eV/A: 5.39
Calculated total energy, eV: -17161.4292
Total charge: 0
SMILES: N[C@@H](O)Cl

***

# 5
A 2-piece molecular cluster, CH4ClNO overall in a non-equilibrium geometry, computed with wB97M-V/def2-TZVPD.

```
8
Properties=species:S:1:pos:R:3:forces:R:3
C -0.070 0.106 0.322 -2.37 6.50 -2.57
N 0.377 -1.073 0.582 3.11 -4.08 2.56
O -1.391 0.258 -0.120 0.83 -0.88 0.66
Cl 0.557 1.658 0.974 -0.06 -1.39 0.26
H 0.586 0.998 -1.940 0.07 0.10 -0.26
H 1.386 -1.169 0.900 -2.04 0.18 -0.84
H 0.016 -1.804 -0.006 0.10 -0.16 -0.04
H -1.462 1.025 -0.713 0.34 -0.26 0.25
```
Forces are in eV/Å.

Max |F|, eV/A: 7.38
Calculated total energy, eV: -17156.8432
2S+1: 3
Total charge: 0
⟨S²⟩: 2.00

***

# 6
CH4ClNOS2 as an isolated structure in a non-equilibrium geometry, computed with wB97M-V/def2-TZVPD.

```
10
Properties=species:S:1:pos:R:3:forces:R:3
C 0.944 -0.153 1.427 -1.22 0.48 -2.62
N -1.410 -0.118 -0.787 0.62 0.18 0.41
O 0.763 -1.114 -1.493 0.03 -0.49 -0.15
S 0.700 1.807 -1.563 -0.29 -0.50 0.54
S 0.240 0.068 -0.858 0.40 0.33 1.89
Cl -0.332 0.525 2.336 -0.08 0.05 0.28
H 1.031 -1.223 1.519 0.02 -0.16 -0.09
H 1.845 0.436 1.436 0.15 0.08 -0.12
H -1.987 0.706 -0.782 0.15 0.19 -0.07
H -1.795 -0.933 -1.235 0.23 -0.17 -0.05
```
Forces are in eV/Å.

Max |F|, eV/A: 2.93
Calculated total energy, eV: -38830.0077
Total charge: 0

***

# 7
One molecule with the formula CH4ClO3P in a non-equilibrium geometry, computed with wB97M-V/def2-TZVPD.

```
10
Properties=species:S:1:pos:R:3:forces:R:3
C 0.849 -1.404 -0.074 -4.08 -1.52 -0.88
O -2.203 0.888 -0.027 -0.41 0.14 -0.64
O -0.188 -0.489 -0.372 -1.88 3.19 1.71
O -0.047 2.081 0.144 0.23 0.18 0.00
P -0.839 0.715 0.759 2.10 -1.94 -1.39
Cl 1.542 2.405 0.690 -0.97 -0.49 -0.13
H 0.322 -2.202 0.531 1.38 0.19 -0.90
H 1.633 -0.995 0.402 2.78 1.49 1.99
H 1.121 -1.596 -1.091 0.69 -1.43 -0.25
H -2.189 0.598 -0.962 0.17 0.19 0.49
```
Forces are in eV/Å.

Max |F|, eV/A: 4.44
Calculated total energy, eV: -29054.4969
Total charge: 0
SMILES: COP(O)OCl

***

# 8
A 2-piece molecular cluster, CH4ClOP overall in a non-equilibrium geometry, computed with wB97M-V/def2-TZVPD.

```
8
Properties=species:S:1:pos:R:3:forces:R:3
C -1.031 -0.575 0.198 -0.35 -0.49 0.37
O -0.319 0.453 -0.469 0.52 0.71 -0.11
P 0.802 1.356 0.217 1.09 -1.88 -0.53
Cl 3.077 -0.647 0.041 -1.72 1.51 0.11
H -1.774 -0.939 -0.510 0.05 0.02 0.09
H -1.526 -0.207 1.098 0.04 0.08 -0.04
H -0.346 -1.377 0.461 0.08 -0.06 -0.03
H 1.117 1.936 -1.036 0.29 0.11 0.13
```
Forces are in eV/Å.

Max |F|, eV/A: 2.29
Calculated total energy, eV: -24958.9276
Total charge: 0

***

# 9
A 2-piece molecular cluster, CH4ClP overall in a non-equilibrium geometry, computed with wB97M-V/def2-TZVPD.

```
7
Properties=species:S:1:pos:R:3:forces:R:3
C -0.696 -0.265 0.279 -1.56 0.05 2.51
P 0.294 1.321 0.047 0.88 -2.92 -1.33
Cl 2.985 -0.247 -0.295 -1.80 1.04 0.34
H -0.204 -1.162 -0.159 -0.72 0.85 -0.10
H -1.837 -0.102 0.096 2.00 -0.17 -0.86
H -0.880 -0.493 1.384 1.01 0.32 -1.07
H 0.339 0.948 -1.353 0.19 0.84 0.52
```
Forces are in eV/Å.

Max |F|, eV/A: 3.33
Calculated total energy, eV: -22910.3804
Total charge: 0

***

# 10
A 2-piece molecular cluster, CH4ClPS overall in a non-equilibrium geometry, computed with wB97M-V/def2-TZVPD.

```
8
Properties=species:S:1:pos:R:3:forces:R:3
C -1.052 -1.201 -0.300 0.40 -1.26 1.66
P 1.812 1.609 0.777 0.90 -3.38 1.50
S 0.429 -2.240 -0.375 -0.08 0.10 0.17
Cl 0.209 2.228 -0.098 -2.06 1.19 -1.23
H -1.697 -1.583 0.548 0.68 0.53 -0.86
H -1.556 -1.313 -1.222 -0.69 0.43 -0.81
H -0.699 -0.203 -0.055 -0.35 0.10 -0.16
H 2.553 2.702 0.725 1.20 2.30 -0.27
```
Forces are in eV/Å.

Max |F|, eV/A: 3.80
Calculated total energy, eV: -33745.7505
Total charge: 0

***

# 11
A 2-piece molecular cluster, CH4ClPS overall in a non-equilibrium geometry, computed with wB97M-V/def2-TZVPD.

```
8
Properties=species:S:1:pos:R:3:forces:R:3
C 1.367 -1.052 -0.068 -2.36 1.21 2.88
P -1.065 1.251 -0.006 2.42 -1.42 -0.79
S -1.224 -0.808 0.065 2.19 -0.16 0.24
Cl 1.754 0.585 0.137 0.91 -0.46 0.24
H 1.416 -1.302 -1.060 0.14 -1.12 -2.05
H 1.547 -1.741 0.784 -0.18 0.71 -0.93
H -2.053 1.338 -0.871 -1.84 0.65 -1.77
H -1.742 1.730 1.018 -1.29 0.59 2.18
```
Forces are in eV/Å.

Max |F|, eV/A: 3.91
Calculated total energy, eV: -33745.6146
Total charge: 0

***

# 12
CH4CoO as an isolated structure in a non-equilibrium geometry, computed with wB97M-V/def2-TZVPD.

```
7
Properties=species:S:1:pos:R:3:forces:R:3
O -1.078 -0.369 2.157 1.26 2.59 -2.66
Co -0.622 -1.451 0.843 0.00 1.50 0.11
H -0.717 0.594 1.425 -1.24 -3.37 2.42
C -0.034 0.425 -0.292 0.42 0.07 -1.23
H 0.890 0.868 0.105 -0.55 -0.04 0.26
H 0.255 -0.019 -1.256 -0.09 -0.53 0.32
H -0.838 1.122 -0.592 0.20 -0.23 0.78
```
Forces are in eV/Å.

Max |F|, eV/A: 4.33
Calculated total energy, eV: -40762.8721
2S+1: 5
Total charge: +1
⟨S²⟩: 6.03